DFT (ωB97M-V/def2-TZVPD) results for 2 unconnected molecules or ions with the total composition C3H8N2 at a distorted geometry.

Each line ends with the Löwdin charge.
Geometry (Å):
C  0.768  -0.529  -0.642  -0.217
C  -0.337  1.428  1.126  -0.165
N  0.523  -1.862  -0.231  -0.038
C  -1.058  0.424  -0.857  -0.020
N  -1.281  1.183  0.108  -0.120
H  0.405  -2.554  -0.958  0.073
H  0.449  -1.997  0.767  0.074
H  -1.903  0.111  -1.476  0.071
H  0.968  -0.470  -1.708  0.058
H  1.675  -0.101  -0.210  0.071
H  0.008  2.464  1.076  0.079
H  -0.761  1.199  2.107  0.077
H  0.544  0.705  0.898  0.057

For the orbital gap, the calculation gives 8.629 eV. The total energy is -228.48144 hartree. The spin multiplicity is 1. The value obtained for the LUMO energy is 0.0392 hartree. For the highest occupied orbital energy, the calculation gives -7.561 eV.

***

DFT (ωB97M-V/def2-TZVPD) results for a molecular structure, C3H6O3Sn at a distorted geometry.

Each line ends with the Löwdin charge.
Geometry (Å):
H  -1.247  1.484  1.138  0.099
C  -1.587  0.580  0.617  -0.016
C  -0.832  0.377  -0.669  -0.097
H  -2.650  0.704  0.370  0.127
H  -1.490  -0.286  1.283  0.108
H  -0.872  1.252  -1.325  0.150
H  -1.156  -0.498  -1.240  0.159
O  0.639  0.264  -0.412  -0.281
C  1.129  -0.971  -0.223  -0.594
O  0.521  -1.986  -0.225  0.324
O  2.390  -0.722  0.204  -0.012
Sn  2.251  1.296  -0.003  1.817
H  2.904  -1.496  0.482  0.217

For the orbital gap, the calculation gives 9.802 eV. The total energy is -557.18702 hartree. The spin multiplicity is 1. The value obtained for the LUMO energy is -0.4105 hartree. For the highest occupied orbital energy, the calculation gives -20.973 eV. Its net charge is +2.

***

DFT (ωB97M-V/def2-TZVPD) results for a single C12H22O3 molecule at a distorted geometry.

Each line ends with the Löwdin charge.
Geometry (Å):
C  3.808  1.799  0.568  0.024
C  2.852  0.826  -0.051  -0.578
O  2.105  1.173  -0.890  0.139
O  2.899  -0.414  0.443  -0.012
C  2.795  -1.462  -0.535  -0.146
C  1.508  -2.294  -0.417  -0.154
C  0.515  -1.705  0.588  -0.198
C  -0.802  -2.481  0.626  -0.190
C  -1.945  -1.851  -0.159  -0.202
C  -2.585  -0.637  0.503  -0.137
C  -1.771  0.648  0.342  -0.370
C  -2.458  2.005  0.618  -0.123
C  -1.612  2.878  -0.324  -0.141
C  -1.628  1.930  -1.529  -0.172
O  -1.140  0.728  -0.922  -0.128
H  4.319  1.353  1.416  0.081
H  3.283  2.673  0.931  0.084
H  4.542  2.127  -0.155  0.089
H  2.892  -1.061  -1.536  0.121
H  3.639  -2.124  -0.389  0.118
H  1.000  -2.258  -1.375  0.116
H  1.721  -3.316  -0.135  0.107
H  0.993  -1.739  1.564  0.114
H  0.408  -0.656  0.343  0.082
H  -1.111  -2.706  1.641  0.108
H  -0.605  -3.450  0.168  0.103
H  -2.734  -2.600  -0.211  0.106
H  -1.683  -1.650  -1.187  0.110
H  -2.794  -0.808  1.552  0.119
H  -3.540  -0.475  0.000  0.113
H  -1.023  0.578  1.138  0.134
H  -2.183  2.269  1.635  0.109
H  -3.528  2.077  0.478  0.112
H  -0.569  2.848  -0.045  0.112
H  -1.989  3.869  -0.525  0.108
H  -2.647  1.725  -1.851  0.122
H  -0.932  2.182  -2.317  0.122

For the orbital gap, the calculation gives 10.119 eV. The total energy is -696.12663 hartree. The SMILES is CC(=O)OCCCCCC[C@@H]1CCCO1. The spin multiplicity is 1. The value obtained for the LUMO energy is 0.0348 hartree. For the highest occupied orbital energy, the calculation gives -9.172 eV.

***

DFT (ωB97M-V/def2-TZVPD) results for a molecular structure, C14H32CuN2O10 at a distorted geometry.

Each line ends with the Löwdin charge.
Geometry (Å):
Cu  31.313  -14.615  16.283  0.435
O  29.941  -10.659  18.373  0.065
C  30.180  -11.972  18.199  -0.818
O  30.894  -12.391  17.211  -0.115
O  29.522  -12.815  18.828  -0.024
H  30.570  -10.278  17.756  0.083
O  29.794  -18.044  17.957  0.123
C  30.379  -16.940  17.611  -0.941
O  31.220  -16.937  16.704  -0.032
O  29.908  -15.890  18.049  0.019
H  30.534  -18.522  17.577  0.102
C  30.851  -15.845  13.437  -0.115
O  31.685  -15.006  14.131  -0.218
C  33.054  -15.334  13.981  -0.178
C  33.927  -14.284  14.758  -0.159
N  33.760  -14.291  16.217  -0.058
C  34.154  -13.068  16.984  -0.168
C  35.591  -12.489  16.948  -0.235
O  36.015  -12.123  15.669  -0.193
C  37.134  -11.208  15.698  -0.099
H  30.987  -15.782  12.357  0.099
H  29.842  -15.585  13.757  0.071
H  30.983  -16.848  13.844  0.088
H  33.424  -15.465  12.964  0.118
H  33.182  -16.317  14.435  0.122
H  33.840  -13.264  14.382  0.125
H  34.971  -14.590  14.687  0.110
H  34.391  -14.940  16.665  0.108
H  33.786  -13.142  18.008  0.126
H  33.550  -12.304  16.495  0.107
H  36.250  -13.294  17.274  0.115
H  35.669  -11.616  17.595  0.117
H  38.045  -11.668  16.080  0.076
H  37.020  -10.349  16.360  0.078
H  37.388  -10.853  14.699  0.082
C  27.105  -12.959  13.004  -0.073
O  27.791  -13.966  13.847  -0.246
C  26.897  -14.659  14.752  -0.186
C  27.787  -15.211  15.916  -0.144
N  27.683  -16.678  16.078  -0.007
C  27.974  -17.473  14.878  -0.197
C  27.809  -18.971  15.112  -0.262
O  26.516  -19.314  15.468  -0.160
C  26.249  -20.762  15.396  -0.079
H  26.120  -13.334  12.727  0.071
H  27.758  -12.713  12.167  0.078
H  26.946  -12.099  13.655  0.080
H  26.434  -15.338  14.037  0.100
H  26.058  -14.014  15.009  0.105
H  27.587  -14.714  16.865  0.128
H  28.768  -14.881  15.575  0.090
H  28.490  -16.838  16.665  0.051
H  28.998  -17.314  14.540  0.083
H  27.514  -17.117  13.957  0.108
H  28.614  -19.302  15.768  0.115
H  28.057  -19.446  14.163  0.108
H  26.594  -21.154  14.440  0.069
H  25.180  -20.951  15.494  0.078
H  26.787  -21.400  16.097  0.075

For the orbital gap, the calculation gives 6.631 eV. The total energy is -3054.95678 hartree. The spin multiplicity is 1. The value obtained for the LUMO energy is 0.0904 hartree. For the highest occupied orbital energy, the calculation gives -4.172 eV. Its net charge is -1.